Entry from the Open Molecules 2025 dataset: a molecular structure, C4H17N2O4 (ωB97M-V with the def2-TZVPD basis set).

Structure (ORCA input):
```
! wB97M-V def2-TZVPD RIJCOSX def2/J DEFGRID3
* xyz -1 1
C -0.782 0.464 -0.959
N 0.245 0.344 -1.994
C 1.381 -0.577 -1.828
O 2.153 -0.431 -0.697
C -1.552 -0.859 -0.650
C -2.769 -0.482 0.215
N -0.862 -1.893 0.126
H -1.458 1.265 -1.276
H -0.362 0.826 -0.002
H 0.615 1.259 -2.236
H 2.003 -0.469 -2.723
H 0.955 -1.581 -1.827
H -1.890 -1.267 -1.601
H -2.578 -0.286 1.271
H -3.290 0.401 -0.152
H -3.502 -1.289 0.138
H 0.037 -2.060 -0.292
H -0.647 -1.558 1.061
H 1.410 1.893 1.467
H 1.644 1.810 3.078
O 0.974 1.778 2.381
H 0.510 -0.141 2.742
H 1.191 -1.030 1.790
O 0.688 -1.073 2.635
H 1.552 2.380 -0.462
H 2.184 0.707 -0.266
O 2.150 1.869 0.059
*
```

HOMO energy   -4.79 eV
E_tot   -573.11521 a.u.
Energy relative to the best compared isomer or geometry (same formula, charge and spin)   0.284 eV
Gap between HOMO and LUMO   0.314 Eh

Taken from the Löwdin analysis, the atomic charges in e are:
1. C -0.209
2. N -0.064
3. C -0.401
4. O -0.221
5. C -0.422
6. C -0.092
7. N 0.042
8. H 0.105
9. H 0.103
10. H 0.083
11. H 0.096
12. H 0.080
13. H 0.123
14. H 0.075
15. H 0.059
16. H 0.064
17. H 0.031
18. H 0.031
19. H -0.015
20. H 0.029
21. O -0.143
22. H -0.019
23. H 0.039
24. O -0.094
25. H -0.029
26. H -0.010
27. O -0.240